A:
DFT (ωB97M-V/def2-TZVPD) results for a structure of composition C5H6IN.

Atoms and positions in Å:
C -0.75 1.56 -0.09
C 0.02 0.95 -0.99
C 0.29 -1.47 -0.40
C -0.38 0.90 1.20
C 0.70 -0.09 -0.15
N -0.51 -2.07 0.35
I 2.82 0.06 0.04
H -1.50 2.32 -0.21
H 0.14 1.07 -2.05
H 0.74 -1.90 -1.32
H 0.30 1.43 1.86
H -1.10 0.26 1.69
H -0.75 -3.02 0.07

**Lowest unoccupied orbital energy**: 0.30 eV
**Charge**: 0
**HOMO energy**: -9.0481 eV

B:
DFT (ωB97M-V/def2-TZVPD) results for a cluster of 2 separate species, C5H6IN in total.

Atoms and positions in Å:
C 0.63 3.07 -1.56
C 0.70 1.85 -0.96
C 0.39 0.79 -0.32
C 0.51 0.56 1.16
C -0.24 -0.39 -1.02
N 0.68 4.06 -2.20
I 2.66 3.39 1.07
H 1.39 1.06 1.60
H 0.62 -0.54 1.34
H -0.41 0.96 1.67
H 0.54 -1.12 -0.71
H -0.67 -0.31 -2.05
H -1.05 -0.65 -0.40

**Lowest unoccupied orbital energy (alpha / beta)**: -2.96 / -2.96 eV
**Charge**: 0
**HOMO energy (alpha / beta)**: -8.6779 / -8.6774 eV

Stability ranking, top entry: A; the second entry is 105.7 kJ/mol less favorable.